Entry 1:
A molecular structure, C35H33AuClN4S2Si2, computed with ωB97M-V/def2-TZVPD.

Max |F| (eV Å⁻¹): 3.310
Total charge: +1
HOMO level (spin up / spin down) (eV): -9.79 / -10.42
Multiplicity: 3
E (eV): -96422.868
Gap between HOMO and LUMO (spin up / spin down) (eV): 7.27 / 6.28

Last column: Mulliken spin population.
CARTESIAN COORDINATES (ANGSTROEM)
C -1.4846 -0.5581 5.2915  0.008
C -2.0157 -0.0156 4.0902  0.277
C -1.6848 -0.9025 3.0239  0.219
H -2.6015 0.8953 4.0141  -0.003
C -0.9620 -1.9892 3.5629  0.046
C -0.8127 -1.7708 4.9637  0.325
H -0.2938 -2.4254 5.6549  0.003
H -1.5759 -0.1197 6.2736  0.010
H -1.9507 -0.7681 1.9780  0.082
H -0.6013 -2.8539 3.0187  0.018
Au 1.5107 0.6112 1.7099  0.048
Si 0.6427 0.0732 -0.5131  -0.097
C -0.4734 1.6411 -0.5366  0.119
C 0.0726 2.9102 -0.8025  0.008
H 1.1597 3.0280 -0.8611  -0.020
C -0.7794 3.9915 -1.0497  0.009
H -0.3825 4.9467 -1.3696  0.002
C -2.1582 3.8297 -0.9721  -0.007
H -2.8216 4.6324 -1.2769  0.000
C -2.6889 2.6019 -0.6188  0.015
H -3.7600 2.4692 -0.6286  0.003
C -1.8590 1.5110 -0.3630  0.040
H -2.3107 0.5567 -0.0717  -0.002
C -0.5030 -1.4046 -0.6614  0.004
C -1.6268 -1.4500 -1.5006  0.001
H -1.9645 -0.5802 -2.0666  0.003
C -2.3091 -2.6548 -1.6844  0.001
H -3.0917 -2.7226 -2.4384  0.000
C -1.9321 -3.7958 -0.9771  -0.002
H -2.4250 -4.7507 -1.1608  0.000
C -0.8442 -3.7358 -0.1046  0.011
H -0.4777 -4.6321 0.3971  0.000
C -0.1317 -2.5480 0.0562  0.076
H 0.7562 -2.5014 0.6976  -0.006
H 2.1744 -0.3294 0.5826  0.018
Si 1.9052 0.3876 -2.4813  0.318
C 1.5210 -1.3529 -3.4137  -0.020
C 0.7190 -1.4124 -4.5740  0.008
H 0.5752 -0.5204 -5.1858  -0.002
C 0.0693 -2.5970 -4.9537  -0.006
H -0.6867 -2.5844 -5.7412  0.000
C 0.3246 -3.7977 -4.2954  0.009
H -0.2007 -4.7162 -4.5657  0.000
C 1.2255 -3.7919 -3.2263  0.010
H 1.4061 -4.7228 -2.6895  0.001
C 1.8464 -2.5968 -2.8315  0.045
H 2.5422 -2.6324 -1.9928  -0.018
C 0.9131 1.5963 -3.6124  0.040
C -0.4767 1.4349 -3.7601  0.060
H -0.9620 0.5655 -3.3115  -0.035
C -1.2372 2.4095 -4.3998  0.001
H -2.3260 2.3308 -4.3764  0.000
C -0.5629 3.4658 -5.0142  0.004
H -1.1554 4.2086 -5.5367  0.000
C 0.8334 3.5600 -5.0051  0.002
H 1.3373 4.3943 -5.4876  0.001
C 1.5902 2.5713 -4.3609  0.007
H 2.6771 2.5403 -4.4330  0.001
H 2.1162 -0.6019 -0.8277  0.355
Cl 3.5395 1.6553 -1.9036  0.011
N -0.8418 3.3085 2.3928  0.003
C -0.1372 2.7046 3.3481  -0.022
N 0.8221 1.7511 3.2959  0.001
C 1.3023 1.3589 4.5767  -0.005
C 0.6170 1.9848 5.5882  0.001
S -0.5222 3.1476 4.9981  0.001
C 2.0661 0.1516 4.7075  -0.003
C 2.3364 -0.6034 5.8414  0.012
S 2.7935 -2.1863 5.4063  0.001
C 2.6543 -1.7945 3.6737  0.000
N 2.3107 -0.5239 3.5189  0.006
N 2.7095 -2.7624 2.7338  -0.001
H -1.4903 4.0116 2.7040  0.000
H -0.6479 3.2514 1.3958  0.002
H 0.7213 1.6845 6.6327  0.001
H 2.0735 -0.2822 6.8326  0.001
H 3.1210 -3.6498 2.9316  0.000
H 2.7843 -2.5348 1.7450  0.002

=====

Entry 2:
A molecular structure, C3H3N3O2, computed with ωB97M-V/def2-TZVPD.

Max |F| (eV Å⁻¹): 7.126
HOMO level (eV): -9.81
E (eV): -11719.726
Gap between HOMO and LUMO (eV): 8.89

Last column: Mulliken charge in e.
CARTESIAN COORDINATES (ANGSTROEM)
C 0.0817 -0.2273 -0.5336  0.630
C -0.5222 1.3798 0.8240  0.029
C 1.0570 -0.0550 0.5377  0.391
H -2.1554 -1.2199 -1.3986  0.373
H -1.2874 2.0168 1.1853  0.389
H 2.5186 -0.3264 1.4500  0.317
N -0.0735 -0.9950 -1.6073  -0.358
N 0.6924 1.1619 1.1907  -0.494
N 2.0492 -0.8946 0.7406  -0.579
O -1.2803 -1.2818 -2.3192  -0.349
O -1.0802 0.4415 -0.0696  -0.351

=====

Entry 3:
7 unconnected molecules or ions with the total composition C29H61BFNO16S7, computed with ωB97M-V/def2-TZVPD.

Max |F| (eV Å⁻¹): 1.780
HOMO level (eV): -10.04
SMILES: CCCCCN(B(O)O)S(=O)(=O)F.O=S1(=O)CCCC1.O=S1(=O)CCCC1.O=S1(=O)CCCC1.O=S1(=O)CCCC1.O=S1(=O)CCCC1.O=S1(=O)CCCC1
E (eV): -144554.298
Gap between HOMO and LUMO (eV): 10.36

Last column: Mulliken charge in e.
CARTESIAN COORDINATES (ANGSTROEM)
C 0.3754 0.2951 6.0651  -1.415
C 1.8709 -0.0599 5.9271  1.177
C 2.1080 -1.5034 5.4906  -1.165
C 2.1339 -1.7202 3.9817  -0.420
C 3.0901 -0.7450 3.2918  -1.043
N 3.5804 -1.2760 1.9682  -0.225
B 2.5316 -0.9081 0.9587  0.219
O 1.6293 -1.8498 0.5628  0.045
O 2.4207 0.3616 0.4780  -0.393
S 5.0030 -0.5375 1.6145  1.136
O 5.0216 0.8353 1.9778  -0.565
O 5.3750 -0.8716 0.2865  -0.620
F 5.9380 -1.2476 2.6228  -0.207
H 0.1984 1.3101 5.7234  0.333
H -0.1997 -0.3892 5.4451  0.319
H 0.0422 0.2225 7.0939  0.379
H 2.3522 0.6852 5.2979  0.284
H 2.3226 0.0441 6.9084  -0.818
H 1.2806 -2.0889 5.8894  0.523
H 3.0393 -1.8746 5.9127  0.335
H 1.1554 -1.6281 3.5098  0.212
H 2.4898 -2.7222 3.7474  0.402
H 2.5603 0.1926 3.1249  0.346
H 3.9050 -0.4831 3.9573  0.638
H 2.0829 -2.6326 0.2239  0.189
H 2.5036 0.3296 -0.4937  0.260
O 0.4105 -1.6257 -3.8110  -0.680
S 0.9284 -0.3931 -3.2588  1.321
O 2.3019 -0.3023 -2.7997  -0.753
C 0.6041 0.9281 -4.4157  -0.509
C -0.7735 1.4448 -4.0123  -0.852
C -0.7610 1.5066 -2.4817  0.036
C -0.1758 0.1876 -1.9730  0.355
H 0.6447 0.5408 -5.4325  0.224
H 1.3708 1.6897 -4.2725  0.352
H -0.9817 2.4148 -4.4523  0.620
H -1.5452 0.7487 -4.3477  0.172
H -0.1366 2.3402 -2.1534  0.329
H -1.7527 1.6617 -2.0780  -0.499
H 0.3879 0.3158 -1.0513  0.028
H -0.9439 -0.5642 -1.8335  -0.047
O -1.6861 -2.6418 1.3020  -0.635
S -2.1505 -3.1813 0.0508  1.105
O -2.8123 -2.3472 -0.9289  -0.593
C -0.8091 -4.0627 -0.7313  0.144
C -0.9196 -5.4816 -0.1810  -0.730
C -2.4151 -5.8252 -0.2006  -0.647
C -3.1663 -4.6269 0.3928  -0.660
H 0.1287 -3.5716 -0.4918  -0.380
H -0.9802 -4.0387 -1.8055  0.422
H -0.3350 -6.1837 -0.7732  0.402
H -0.5472 -5.5136 0.8457  0.319
H -2.7370 -5.9894 -1.2307  0.298
H -2.6283 -6.7359 0.3572  0.341
H -4.1432 -4.4879 -0.0633  0.291
H -3.2696 -4.7101 1.4728  0.390
O 4.3019 -0.3865 7.8939  -0.641
S 4.1053 0.5133 9.0022  1.202
O 2.8107 1.0656 9.3080  -0.718
C 4.7890 -0.2499 10.4693  -0.755
C 6.2496 0.1910 10.4775  -0.552
C 6.2410 1.6783 10.0989  -0.630
C 5.3158 1.8369 8.8851  -0.728
H 4.6599 -1.3280 10.4110  0.377
H 4.2500 0.1477 11.3287  0.365
H 6.7104 0.0229 11.4495  0.353
H 6.8137 -0.3761 9.7341  0.285
H 5.8556 2.2645 10.9352  0.295
H 7.2421 2.0444 9.8775  0.323
H 4.7947 2.7906 8.8872  0.384
H 5.8544 1.7107 7.9480  0.388
O 1.3819 -0.0727 -10.9324  -0.664
S 1.1717 0.0091 -9.5094  1.147
O 0.2037 0.9143 -8.9449  -0.652
C 0.8809 -1.6406 -8.8785  -0.694
C 2.2723 -2.1707 -8.5485  -0.634
C 3.0092 -1.0114 -7.8660  -0.297
C 2.7610 0.2497 -8.7032  -0.701
H 0.3565 -2.2278 -9.6284  0.417
H 0.2706 -1.5465 -7.9803  0.323
H 2.2211 -3.0505 -7.9092  0.358
H 2.7931 -2.4504 -9.4669  0.318
H 2.6091 -0.8701 -6.8597  -0.003
H 4.0745 -1.2130 -7.7676  0.341
H 2.7126 1.1468 -8.0914  0.359
H 3.5128 0.3732 -9.4801  0.398
O -4.2401 5.0274 -3.4354  -0.696
S -3.0967 4.7568 -2.6003  1.100
O -1.9342 4.0762 -3.1265  -0.576
C -2.6010 6.2841 -1.8049  -0.734
C -3.4092 6.3191 -0.5123  -0.624
C -3.3473 4.9024 0.0586  -0.910
C -3.6383 3.9264 -1.0885  0.021
H -2.8052 7.1201 -2.4697  0.393
H -1.5324 6.2184 -1.6010  0.345
H -3.0085 7.0530 0.1854  0.376
H -4.4456 6.5875 -0.7274  0.290
H -2.3461 4.7185 0.4545  0.332
H -4.0529 4.7626 0.8758  0.358
H -3.0954 2.9952 -0.9851  0.044
H -4.7012 3.7214 -1.1779  0.238
O -5.7974 1.5600 -0.8728  -0.740
S -5.4633 0.8821 -2.1031  1.264
O -4.1827 1.0742 -2.7370  -0.536
C -5.7671 -0.8736 -1.8907  -0.702
C -7.2304 -1.0472 -2.2935  -0.663
C -7.4226 -0.1966 -3.5553  -0.665
C -6.7776 1.1704 -3.2936  -0.803
H -5.5581 -1.1550 -0.8617  0.422
H -5.1014 -1.4106 -2.5653  0.296
H -7.4710 -2.0941 -2.4710  0.359
H -7.8832 -0.6801 -1.4986  0.310
H -6.9277 -0.6822 -4.3984  0.292
H -8.4749 -0.0874 -3.8128  0.346
H -6.3482 1.6041 -4.1930  0.415
H -7.4823 1.8679 -2.8456  0.394

=====

Entry 4:
C22H20ClN3O2 in the gas phase, computed with ωB97M-V/def2-TZVPD.

Max |F| (eV Å⁻¹): 5.767
HOMO level (eV): -8.06
SMILES: CC(C)c1ccc(-c2[nH][nH]c(=O)c2Cc2c(O)ccc3nc(Cl)ccc23)cc1
E (eV): -44223.974
Gap between HOMO and LUMO (eV): 7.63

Last column: Mulliken charge in e.
CARTESIAN COORDINATES (ANGSTROEM)
C 0.2293 0.6639 -4.2550  -1.290
C -1.1796 0.7066 -3.5817  -0.040
C -2.0887 -0.2710 -4.3943  -1.339
C -1.1644 0.2535 -2.0963  1.151
C -0.4135 -0.9209 -1.7805  -0.545
C -0.3152 -1.2574 -0.4148  -0.484
C -0.8479 -0.3196 0.5923  -0.009
C -0.7939 -0.5977 1.9348  -0.383
N -1.9692 -0.3484 2.6112  -0.120
N -1.7423 -0.4212 4.1151  -0.573
C -0.4072 -0.8509 4.1128  0.546
O 0.2078 -0.6108 5.1712  -0.747
C 0.1894 -0.8565 2.8208  1.031
C 1.6647 -1.0783 2.4556  -1.541
C 2.4536 0.1661 2.8788  0.460
C 3.1057 0.1686 4.0922  0.069
O 2.9326 -0.9126 4.9247  -0.708
C 3.6763 1.3305 4.5842  -0.707
C 3.8833 2.4245 3.7812  -0.411
C 3.3025 2.4993 2.5134  -0.098
N 3.4185 3.6920 1.8195  -0.685
C 2.8514 3.6517 0.5520  0.322
Cl 3.2089 4.8709 -0.4993  -0.208
C 2.0622 2.6339 0.0360  -1.045
C 1.8344 1.4995 0.8387  -0.082
C 2.5122 1.3663 2.0620  0.626
C -1.5427 0.8019 0.1748  -0.271
C -1.6437 1.1276 -1.0983  -1.223
H 1.0562 1.3201 -3.7312  0.211
H 0.0501 0.8795 -5.3303  0.401
H 0.6113 -0.3548 -4.2581  0.330
H -1.4968 1.7481 -3.6482  0.445
H -1.8634 -0.2246 -5.4605  0.397
H -3.0625 0.1840 -4.2846  0.339
H -2.0955 -1.2612 -3.9628  0.358
H -0.0430 -1.5444 -2.5916  0.427
H 0.1335 -2.1572 -0.1358  0.636
H -2.9202 -0.4064 2.2194  0.274
H -1.7941 0.4675 4.6563  0.322
H 2.1427 -1.9754 2.8797  0.458
H 1.8342 -1.3114 1.4130  0.450
H 1.9215 -0.9633 5.0103  0.415
H 4.2326 1.3611 5.5151  0.332
H 4.5003 3.1987 4.1250  0.530
H 1.6269 2.7959 -0.9024  0.598
H 1.2898 0.7091 0.4033  0.661
H -1.8737 1.5447 0.8998  0.351
H -2.2741 1.9791 -1.3671  0.372

=====

Number 2 is which compound? C3H3N3O2